{"formula": "C45H47Cl3InN10OP2S2", "method": "ωB97M-V with the def2-TZVPD basis set", "largest_force_ev_per_a": 0.48, "homo_ev": -10.0246, "homo_lumo_gap_ev": 7.32, "molar_mass_da": 1091.20, "de_lowest_kj_mol": 0.0, "charge": 1, "elements": ["In", "C", "C", "N", "C", "S", "N", "N", "C", "C", "C", "C", "C", "C", "C", "N", "H", "H", "H", "H", "H", "H", "H", "H", "H", "H", "H", "H", "H", "Cl", "C", "C", "C", "Cl", "C", "O", "C", "Cl", "C", "H", "H", "C", "S", "C", "C", "C", "N", "P", "C", "C", "C", "C", "C", "C", "C", "C", "C", "C", "C", "C", "P", "C", "C", "C", "C", "C", "C", "C", "C", "C", "C", "C", "C", "H", "H", "H", "H", "H", "H", "H", "H", "H", "H", "H", "H", "H", "H", "H", "H", "H", "H", "H", "H", "H", "H", "H", "H", "H", "H", "H", "H", "H", "N", "N", "N", "C", "N", "N", "H", "H", "H"], "xyz": [[-0.0294, -0.2685, 0.4668], [2.2950, -5.4640, 2.8850], [2.5419, -4.8690, 1.5060], [2.9500, -3.4763, 1.5606], [2.1506, -2.3950, 1.5296], [0.4567, -2.6284, 1.1893], [2.7568, -1.2526, 1.7686], [1.9550, -0.1568, 1.7379], [2.3843, 0.9117, 2.2991], [3.6874, 1.0184, 3.0230], [1.4828, 2.0812, 2.2322], [1.7937, 3.2785, 2.8631], [0.8857, 4.3240, 2.8021], [-0.3051, 4.1390, 2.1242], [-0.5334, 2.9133, 1.5205], [0.3399, 1.9159, 1.5610], [2.0832, -6.5303, 2.8064], [1.4458, -4.9783, 3.3660], [3.1694, -5.3390, 3.5247], [1.6396, -4.9311, 0.8997], [3.3241, -5.4187, 0.9794], [3.8930, -3.2736, 1.8600], [4.2571, 0.1039, 2.9030], [3.5101, 1.1879, 4.0871], [4.2696, 1.8625, 2.6486], [2.7232, 3.3889, 3.4007], [1.1067, 5.2666, 3.2846], [-1.0522, 4.9170, 2.0637], [-1.4513, 2.7205, 0.9859], [-7.6140, -0.0339, 0.8900], [-5.8925, -0.0172, 1.0948], [-5.1174, -0.9852, 0.4892], [-3.7445, -0.9504, 0.6587], [-2.8312, -2.2579, -0.0282], [-3.0701, 0.0429, 1.3847], [-1.7608, 0.1286, 1.5481], [-3.9259, 0.9515, 2.0410], [-3.2489, 2.0984, 3.1520], [-5.3006, 0.9398, 1.8976], [-5.5727, -1.7760, -0.0898], [-5.9010, 1.6677, 2.4237], [-1.0081, -1.4256, -7.8866], [0.7829, -1.3325, -8.0894], [1.2931, -1.9694, -6.4779], [0.9312, -1.0506, -5.3185], [1.5496, -1.5596, -4.0268], [1.0658, -0.8844, -2.7964], [-0.5527, -1.0121, -2.2719], [-1.0720, -2.6637, -2.8565], [-1.8388, -2.8565, -4.0045], [-2.1335, -4.1388, -4.4453], [-1.6614, -5.2425, -3.7515], [-0.8950, -5.0615, -2.6085], [-0.6043, -3.7818, -2.1647], [-1.5812, 0.1003, -3.2753], [-2.9612, 0.0263, -3.0905], [-3.8007, 0.9290, -3.7246], [-3.2664, 1.9184, -4.5424], [-1.8903, 2.0098, -4.7106], [-1.0512, 1.1082, -4.0716], [2.1328, -0.5781, -1.4879], [3.3742, -1.9032, -1.6190], [4.7372, -1.6627, -1.7670], [5.6273, -2.7236, -1.8641], [5.1640, -4.0304, -1.8335], [3.8048, -4.2779, -1.6891], [2.9194, -3.2213, -1.5671], [3.0724, 0.9020, -1.9540], [3.8005, 1.5350, -0.9451], [4.4959, 2.7050, -1.2126], [4.4638, 3.2537, -2.4896], [3.7465, 2.6242, -3.4974], [3.0529, 1.4513, -3.2306], [-1.4516, -1.1465, -8.8400], [-1.3654, -0.7339, -7.1240], [-1.3120, -2.4435, -7.6422], [2.3741, -2.1105, -6.5418], [0.8433, -2.9557, -6.3350], [-0.1527, -1.0132, -5.2233], [1.2695, -0.0363, -5.5437], [2.6317, -1.4253, -4.0704], [1.3681, -2.6353, -3.9370], [-2.2194, -2.0103, -4.5608], [-2.7367, -4.2730, -5.3337], [-1.8952, -6.2406, -4.0972], [-0.5319, -5.9175, -2.0549], [-0.0253, -3.6507, -1.2581], [-3.3831, -0.7344, -2.4421], [-4.8715, 0.8577, -3.5840], [-3.9218, 2.6126, -5.0527], [-1.4694, 2.7817, -5.3421], [0.0219, 1.2027, -4.1730], [5.1154, -0.6501, -1.8160], [6.6845, -2.5248, -1.9778], [5.8592, -4.8540, -1.9269], [3.4354, -5.2951, -1.6687], [1.8620, -3.4225, -1.4373], [3.8237, 1.1043, 0.0508], [5.0630, 3.1895, -0.4287], [5.0020, 4.1683, -2.6992], [3.7274, 3.0470, -4.4933], [2.4917, 0.9645, -4.0185], [-2.6289, 4.0965, -1.5635], [-1.4052, 3.4591, -1.5221], [-0.2701, 4.0964, -1.6830], [0.6044, 3.1187, -1.4733], [-0.0013, 1.9541, -1.2185], [-1.2998, 2.2061, -1.2296], [-2.5020, 4.9486, -2.0970], [-3.2866, 3.4682, -2.0149], [1.6703, 3.2591, -1.5097]], "atomic_forces_ev_per_a": [[0.3878, 0.1424, 0.2219], [-0.0136, 0.0017, -0.0086], [-0.0177, 0.0100, 0.0316], [-0.0356, 0.0198, 0.0934], [-0.0097, -0.0888, -0.0711], [-0.1585, -0.0016, -0.0079], [0.0294, 0.1208, -0.0077], [0.0388, -0.1400, 0.1248], [0.0005, 0.0221, -0.0154], [-0.0081, -0.0146, -0.0231], [0.0161, 0.0024, 0.0187], [-0.0357, 0.0064, -0.0165], [0.0152, 0.0072, -0.0179], [0.0207, -0.0075, 0.0035], [-0.0881, 0.0484, 0.1274], [0.0344, -0.1236, -0.1001], [-0.0182, -0.0077, 0.0011], [0.0035, 0.0119, 0.0073], [0.0092, -0.0119, -0.0036], [0.0151, -0.0290, -0.0393], [0.0132, 0.0192, 0.0274], [0.0106, 0.0008, -0.0447], [-0.0001, -0.0052, 0.0032], [0.0111, 0.0015, 0.0071], [-0.0019, 0.0121, -0.0052], [0.0052, -0.0079, 0.0075], [-0.0015, 0.0025, 0.0099], [-0.0122, -0.0029, -0.0057], [-0.0366, -0.0165, 0.1402], [0.0059, 0.0079, -0.0088], [-0.0124, -0.0308, 0.0000], [-0.0393, 0.0226, -0.0055], [0.0459, -0.0107, -0.0310], [0.1631, -0.0235, -0.0685], [0.1044, 0.0378, 0.1575], [-0.2266, -0.1414, -0.3957], [-0.0293, 0.0074, 0.0326], [0.0923, 0.0395, -0.0580], [0.0096, 0.0348, 0.0001], [0.0098, -0.0051, -0.0037], [-0.0047, 0.0044, 0.0019], [0.0551, 0.0185, 0.0104], [-0.0208, -0.0019, 0.0157], [-0.0409, 0.0092, -0.0364], [0.0283, -0.1116, -0.0246], [0.0048, 0.0406, -0.0197], [0.0068, -0.0923, 0.1891], [-0.0673, -0.0504, -0.0314], [0.0638, 0.0196, -0.0201], [-0.0125, 0.0021, -0.0025], [0.0017, -0.0007, -0.0114], [0.0004, 0.0013, -0.0018], [0.0040, 0.0059, 0.0058], [-0.0593, 0.0355, 0.0730], [-0.0186, 0.0575, 0.1321], [-0.0098, 0.0029, 0.0090], [-0.0050, 0.0311, -0.0073], [-0.0045, -0.0017, 0.0173], [0.0057, 0.0110, 0.0059], [0.0073, 0.0507, 0.0443], [-0.0987, 0.1196, -0.1598], [-0.0449, -0.0357, 0.0098], [0.0179, 0.0296, 0.0183], [-0.0033, -0.0077, 0.0059], [-0.0176, 0.0069, 0.0075], [0.0258, 0.0139, -0.0279], [-0.0391, 0.0006, -0.0228], [0.0114, -0.0058, 0.0929], [-0.0156, 0.0068, -0.0208], [-0.0071, 0.0111, -0.0273], [0.0073, -0.0041, 0.0315], [-0.0230, 0.0059, -0.0060], [-0.0095, -0.0144, -0.0290], [-0.0032, -0.0078, -0.0072], [-0.0235, 0.0035, 0.0011], [-0.0125, -0.0054, 0.0020], [0.0063, 0.0189, -0.0212], [0.0348, -0.0183, 0.0333], [-0.0042, -0.0001, -0.0180], [-0.0015, -0.0105, -0.0022], [0.0113, -0.0428, 0.0252], [0.0062, 0.0029, 0.0072], [0.0118, 0.0108, -0.0046], [0.0019, -0.0011, -0.0050], [-0.0004, -0.0065, 0.0014], [0.0006, -0.0089, 0.0025], [-0.1351, 0.0030, 0.0276], [0.0009, -0.0067, -0.0117], [-0.0062, -0.0072, -0.0015], [-0.0053, 0.0054, -0.0009], [0.0050, 0.0050, -0.0068], [-0.0149, 0.0131, -0.0058], [-0.0150, 0.0055, 0.0026], [0.0105, -0.0023, -0.0047], [0.0075, -0.0093, 0.0004], [-0.0028, -0.0102, -0.0053], [0.1533, 0.0272, -0.0247], [0.0104, 0.0021, -0.0131], [0.0035, 0.0078, 0.0078], [0.0048, 0.0062, 0.0001], [0.0006, -0.0016, -0.0058], [0.0026, 0.0521, 0.0073], [-0.0278, -0.0145, 0.1309], [0.0910, 0.0143, -0.0549], [-0.0055, 0.0186, -0.0063], [0.0385, -0.0497, -0.1149], [-0.1922, 0.0714, 0.0555], [-0.0064, -0.1474, -0.1612], [-0.0310, -0.0155, -0.0375], [-0.0013, 0.0319, -0.0634], [0.0519, -0.0029, -0.0271]], "mulliken_charge": [1.984, -1.350, -0.203, 0.012, 0.101, -0.130, -1.242, 1.012, 0.379, -2.015, 0.836, -0.796, -0.846, -1.400, -0.724, 0.509, 0.434, 0.274, 0.360, 0.016, 0.405, 0.268, 0.339, 0.517, 0.368, 0.505, 0.453, 0.529, 1.250, -0.222, 0.198, -0.775, 0.641, -0.082, -0.608, -0.497, 0.595, -0.205, -0.686, 0.504, 0.472, -0.466, -0.126, -0.922, 0.961, -1.949, 1.354, 0.156, 0.873, -0.447, -0.860, -0.777, -0.876, 0.323, 1.196, -0.717, -0.780, -1.033, -0.840, -0.421, 0.807, 1.330, -1.051, -0.818, -0.934, -1.092, 0.700, -0.050, -0.631, -0.690, -0.754, -0.659, -0.601, 0.405, -0.033, 0.181, 0.429, 0.322, -0.760, 0.357, 0.940, 0.372, 0.327, 0.481, 0.416, 0.529, -0.477, 0.569, 0.447, 0.415, 0.513, 0.413, 0.394, 0.462, 0.402, 0.624, -0.247, 0.644, 0.464, 0.390, 0.446, 0.352, -0.794, 1.403, -1.246, -0.393, 0.014, -0.222, 0.307, 0.274, 0.496]}